C3H5NO | ωB97M-V/def2-TZVPD

CARTESIAN COORDINATES (ANGSTROEM)
O (0.9236, -1.3194, -0.3003)
N (1.6600, 2.0639, -0.0787)
C (-1.2913, 0.0656, -0.0770)
C (0.0588, 0.1368, 0.5438)
C (0.9068, 1.2004, 0.1409)
H (1.8228, -1.0268, -0.5274)
H (-1.8742, 0.8150, 0.4760)
H (-1.7634, -0.9038, 0.1066)
H (-1.3394, 0.3078, -1.1450)
H (0.8977, -1.3681, 0.6870)

Summary:
HOMO (hartree): -0.325
E (a.u.): -247.16724
Orbital gap (hartree): 0.321
Max |F| (eV/A): 1.09
Energy relative to the best compared isomer or geometry (same formula, charge and spin) (kcal per mole): 87.9


C20H30NO5 | ωB97M-V/def2-TZVPD

CARTESIAN COORDINATES (ANGSTROEM)
O (-0.8313, -1.6856, -1.7494)
O (0.3318, 4.7382, 0.9150)
O (1.3150, -3.9551, 3.8415)
O (1.3926, 4.0001, -1.1006)
O (2.0233, -1.5618, -2.3492)
N (-0.0347, 0.8124, -2.2546)
C (-1.3910, 2.3475, -0.9061)
C (0.7753, -3.5082, 0.9590)
C (-1.5963, -2.1159, 0.5339)
C (1.2433, 5.7533, 0.6383)
C (-1.5996, -2.5607, 1.6166)
C (-0.0343, -3.2414, 2.0269)
C (1.1588, 1.0251, -1.0097)
C (0.6149, 3.8636, -0.1298)
C (-0.4289, 2.6034, 0.0880)
C (0.4881, 1.3954, 0.1272)
C (-0.4023, -2.2687, -2.9669)
C (-1.9929, -5.3135, 3.5845)
C (0.2204, -3.7473, 3.4502)
C (-0.7044, 1.9662, -2.4926)
C (0.4284, 0.2516, -3.2424)
C (-1.1103, -4.3076, 4.1724)
C (1.0313, 6.7718, 1.7572)
C (1.0148, -1.2398, -3.3329)
C (-0.7312, -2.2115, -0.4939)
C (0.6798, -2.9186, -0.3256)
H (0.9645, 6.1669, -0.4224)
H (1.4753, 0.7253, -3.7794)
H (-0.5334, 0.0815, -1.7331)
H (-1.6659, -3.5172, 4.3139)
H (-2.1266, -2.4214, 2.4222)
H (-1.4465, 1.9054, -3.1346)
H (-1.2623, -6.1620, 3.4883)
H (1.8774, -4.0577, 1.2952)
H (-2.2810, -4.9586, 2.6927)
H (-0.1162, 2.7296, -2.6715)
H (1.2929, 6.3107, 2.7886)
H (1.3259, 1.3276, 1.0365)
H (0.1270, -3.2549, -2.6782)
H (1.3548, -1.5399, -4.4722)
H (2.2918, 5.5841, 0.6078)
H (0.1037, 6.9894, 1.6805)
H (-0.8420, -4.6527, 5.2119)
H (-0.3462, 0.3783, -4.1702)
H (-0.0462, 0.4375, 0.7301)
H (-2.0023, 3.2529, -1.1441)
H (-0.9880, -2.0251, -3.8142)
H (1.7255, -0.0675, -0.8676)
H (-0.8805, 2.8266, 1.0355)
H (-2.4796, -1.4195, 0.4804)
H (1.2730, -3.1467, -1.0185)
H (-2.1850, 1.4030, -0.6428)
H (2.8969, -1.4005, -2.9411)
H (-2.6687, -5.7298, 4.1931)
H (1.6308, 7.6382, 1.7364)
H (1.6704, 1.7037, -1.5802)

Summary:
SMILES: CCOC(=O)[C@H]1CC[N@@H+](C[C@@H](O)COc2ccc(C(=O)CC)cc2)CC1
HOMO (hartree): -0.405
E (a.u.): -1210.22448
Orbital gap (hartree): 0.300
Max |F| (eV/A): 19.22
Net charge: +1
Energy relative to the best compared isomer or geometry (same formula, charge and spin) (kcal per mole): 394.8


C7H7N | ωB97M-V/def2-TZVPD

CARTESIAN COORDINATES (ANGSTROEM)
N (-1.1738, -1.3552, -0.1783)
C (1.1440, -0.9785, 0.5204)
C (1.5898, -1.3018, 1.7924)
C (-0.0769, -0.3881, -0.2091)
C (-0.7204, 1.8865, -0.2829)
C (-0.3649, 0.8402, 0.6491)
C (0.3824, 0.0803, -1.6023)
C (0.0381, 1.5235, -1.4237)
H (-0.4066, 0.8075, 1.8024)
H (-0.9295, 2.9021, 0.0680)
H (1.8931, -1.8859, 2.6922)
H (-0.8494, -2.4574, 0.0117)
H (0.8852, -0.5932, -2.4928)
H (-1.5918, -1.3696, 0.8551)
H (0.1808, 2.2897, -2.2022)

Summary:
SMILES: C#CC1(N)C=CC=C1
HOMO (hartree): -0.294
E (a.u.): -325.39912
Orbital gap (hartree): 0.293
Max |F| (eV/A): 10.54
Energy relative to the best compared isomer or geometry (same formula, charge and spin) (kcal per mole): 162.9


C6H11N2OS | ωB97M-V/def2-TZVPD

CARTESIAN COORDINATES (ANGSTROEM)
S (2.4726, -0.8542, 2.4427)
O (1.8937, 0.4114, 1.9096)
N (-1.3754, -0.3044, -1.3634)
N (-0.1438, -0.2089, 0.4097)
C (-1.1658, -1.5897, -0.9339)
C (-0.6519, 1.9979, -0.5612)
C (-0.7386, 0.5246, -0.5291)
C (-0.3884, -1.5296, 0.1791)
C (-2.1409, 0.0267, -2.5365)
C (3.7533, -0.5131, 3.3690)
H (-3.1341, -0.4176, -2.4693)
H (-0.8540, 2.3948, 0.4327)
H (4.2701, -1.3347, 3.8289)
H (-1.6446, -0.3626, -3.4271)
H (-2.2407, 1.1044, -2.6345)
H (-0.0052, -2.3093, 0.8011)
H (4.1069, 0.4883, 3.5350)
H (0.3581, 2.3054, -0.8320)
H (-1.3492, 2.4411, -1.2632)
H (-1.5784, -2.4276, -1.4566)
H (0.5562, 0.1571, 1.0990)

Summary:
HOMO (hartree): -0.491
E (a.u.): -817.91482
Orbital gap (hartree): 0.352
Max |F| (eV/A): 1.95
Net charge: +1
Energy relative to the best compared isomer or geometry (same formula, charge and spin) (kcal per mole): 0.0


C17H20O7 | ωB97M-V/def2-TZVPD

CARTESIAN COORDINATES (ANGSTROEM)
O (1.9213, -0.3453, 0.1683)
O (-0.6380, -1.4604, 0.0913)
O (-3.5032, 0.5325, 6.6548)
O (-0.8366, -2.8757, 5.3773)
O (0.2934, -2.8709, -1.4809)
O (-2.0097, 0.3595, -0.3630)
O (-2.2058, -1.3879, 6.4383)
C (-0.6164, -0.4863, -4.1035)
C (2.0606, -0.4046, -1.2607)
C (-1.4149, -1.2500, 2.8343)
C (-2.8058, -0.2217, 6.0138)
C (-2.5823, -0.0294, 4.5902)
C (-1.4762, -0.4091, 0.4331)
C (-3.0109, 0.8964, 3.6281)
C (-0.2930, -1.5621, -1.3145)
C (-1.8521, -0.2959, 1.8800)
C (2.9230, 0.8099, -1.6827)
C (2.2298, 2.1734, -1.6931)
C (-1.5753, -1.9372, 5.3491)
C (-1.8393, -1.1337, 4.1743)
C (0.7682, -0.4528, -3.4039)
C (3.1657, 3.3457, -2.0180)
C (0.6272, -0.4112, -1.8676)
C (-2.7328, 0.7240, 2.2719)
H (-1.2206, 0.3993, -3.8067)
H (3.8114, 0.8161, -0.9851)
H (2.6247, 4.2542, -1.9327)
H (-3.6142, 1.6886, 3.9935)
H (4.0098, 3.3806, -1.2988)
H (1.2472, -1.0110, 0.4804)
H (-0.0846, -3.4369, -0.7735)
H (-0.4287, -0.4028, -5.1816)
H (-0.8016, -2.1764, 2.5874)
H (2.5232, -1.3528, -1.5858)
H (-3.0900, 1.4318, 1.5548)
H (3.5507, 3.2780, -3.0405)
H (1.4013, -1.3037, -3.6788)
H (-1.2630, -1.5356, -1.8658)
H (1.2598, 0.4296, -3.8113)
H (3.3167, 0.6086, -2.6941)
H (-1.1757, -1.4124, -3.9046)
H (0.1556, 0.5355, -1.5930)
H (1.7443, 2.3280, -0.7450)
H (1.4367, 2.1742, -2.4354)

Summary:
SMILES: CCC[C@@H](O)[C@@H](CC)[C@@H](O)OC(=O)c1ccc2c(c1)C(=O)OC2=O
HOMO (hartree): -0.366
E (a.u.): -1186.49368
Orbital gap (hartree): 0.315
Max |F| (eV/A): 3.40
Energy relative to the best compared isomer or geometry (same formula, charge and spin) (kcal per mole): 0.0


C7H7IN2S | ωB97M-V/def2-TZVPD

CARTESIAN COORDINATES (ANGSTROEM)
I (3.2052, 2.1886, -1.4242)
S (-0.3038, 2.7944, -1.0299)
N (2.0442, -0.3480, -0.7900)
N (-0.1483, -1.0823, 0.1806)
C (-0.6540, 0.1159, 0.0241)
C (-0.2612, -1.7393, 1.4828)
C (1.6344, 0.8766, -0.9860)
C (-1.7280, 0.9885, 0.3093)
C (1.0716, -1.3899, -0.6400)
C (-1.6427, 2.2854, -0.0346)
C (0.4034, 1.3127, -0.8966)
H (-2.7259, 0.6512, 0.7088)
H (0.5017, -1.1801, 2.0530)
H (-2.4842, 2.8947, 0.1035)
H (-1.3018, -1.7018, 1.8034)
H (0.2425, -2.8033, 1.2270)
H (1.5579, -2.2980, -0.3777)
H (0.5891, -1.5653, -1.7136)

Summary:
SMILES: CN1CN=C(I)c2sccc21
HOMO (spin up / spin down) (hartree): -0.270 / -0.270
E (a.u.): -1076.18164
Orbital gap (spin up / spin down) (hartree): 0.254 / 0.254
Max |F| (eV/A): 7.18
Energy relative to the best compared isomer or geometry (same formula, charge and spin) (kcal per mole): 52.0


C4H7N3 | ωB97M-V/def2-TZVPD

CARTESIAN COORDINATES (ANGSTROEM)
N (-1.0329, 0.5566, -1.2618)
N (-2.2042, 0.2768, -0.6510)
N (1.2303, 0.0900, -0.7959)
C (-0.1148, 0.0347, -0.4590)
C (-2.0499, -0.3858, 0.5116)
C (-0.6968, -0.5685, 0.6857)
C (2.2006, 0.1026, 0.2786)
H (1.4008, 0.7646, -1.5264)
H (2.3286, -0.9105, 0.6725)
H (3.1675, 0.4320, -0.1132)
H (-3.0609, 0.5889, -1.0766)
H (-2.8939, -0.6783, 1.1216)
H (-0.1993, -1.0718, 1.5014)
H (1.9249, 0.7688, 1.1124)

Summary:
SMILES: CNc1cc[nH]n1
HOMO (hartree): -0.293
E (a.u.): -320.86754
Orbital gap (hartree): 0.334
Max |F| (eV/A): 0.26
Energy relative to the best compared isomer or geometry (same formula, charge and spin) (kcal per mole): 9.9


C13H25Cl3NOP2Pr | ωB97M-V/def2-TZVPD

CARTESIAN COORDINATES (ANGSTROEM)
Pr (1.3153, 0.0463, 0.7560)
Cl (1.2638, -0.1349, -3.8963)
Cl (-4.4097, 1.1947, 2.2340)
Cl (3.2831, -0.0067, 2.3334)
P (1.0753, -2.8394, 0.1497)
P (0.6369, 2.8181, -0.1234)
O (-0.8722, 0.0559, -2.4080)
N (-0.6174, 0.1468, 2.0376)
C (0.1113, 3.0521, -1.8598)
C (-1.3851, -0.5356, 4.1864)
C (-1.2437, 0.0301, -4.8242)
C (-0.1343, -3.9047, 1.0332)
C (-0.4521, -0.0106, -3.5682)
C (-2.8926, 0.5010, 2.6223)
C (2.1729, 3.8178, -0.0986)
C (2.5962, -3.8423, 0.3804)
C (0.6553, -3.3052, -1.5725)
C (-2.6707, -0.0854, 3.8748)
C (-0.4953, 4.0287, 0.6621)
C (-1.8750, 0.5437, 1.6762)
C (-0.3566, -0.3586, 3.2700)
H (-0.8441, 2.5425, -2.0366)
H (2.3706, -4.9166, 0.3196)
H (0.6914, -0.6057, 3.5008)
H (-1.0302, -0.8425, -5.4635)
H (2.8794, 3.4659, -0.8578)
H (3.3367, -3.5875, -0.3869)
H (2.6322, 3.7119, 0.8917)
H (0.6911, -4.3927, -1.7230)
H (3.0231, -3.6071, 1.3625)
H (-1.1493, -3.7107, 0.6709)
H (-0.2132, 4.1749, 1.7088)
H (1.9381, 4.8733, -0.2816)
H (1.3709, -2.8292, -2.2531)
H (0.0017, 4.1173, -2.0939)
H (0.8490, 2.6085, -2.5380)
H (-1.1669, -1.0202, 5.1361)
H (-3.5074, -0.1463, 4.5716)
H (-0.9362, 0.9007, -5.4192)
H (-2.3111, 0.0330, -4.5921)
H (0.1001, -4.9696, 0.9006)
H (-1.5261, 3.6636, 0.6422)
H (-0.1181, -3.6626, 2.1001)
H (-0.3444, -2.9296, -1.8244)
H (-0.4317, 4.9890, 0.1340)
H (-2.0108, 0.9278, 0.6662)

Summary:
HOMO (spin up / spin down) (hartree): -0.585 / -0.584
E (a.u.): -3220.21482
Orbital gap (spin up / spin down) (hartree): 0.322 / 0.333
Max |F| (eV/A): 2.88
Net charge: +2
2S+1: 3


C12H16AuBBrF4IO4PS2 | ωB97M-V/def2-TZVPD

CARTESIAN COORDINATES (ANGSTROEM)
Au (-0.6436, -1.4062, -1.1998)
I (-1.7976, -3.8305, -1.6313)
Br (4.4837, -3.2799, 2.7598)
S (0.2825, 0.9925, -0.4894)
S (-2.2449, -0.8354, 0.6282)
P (-1.3865, 0.9636, 0.5610)
F (-2.2486, 0.4150, -2.5111)
F (-2.3098, 2.5848, -3.2880)
F (-3.0629, 0.8601, -4.6317)
F (-4.2752, 1.5045, -2.7751)
O (0.7655, -1.6527, -2.8167)
O (2.7694, -1.7863, -3.7645)
O (-1.0828, 1.4957, 2.0629)
O (-2.4776, 2.0195, 0.1306)
C (1.7843, -3.0381, -0.5012)
C (-2.1460, 3.3860, -0.1891)
C (2.4604, -3.4273, 0.7452)
C (-0.0149, 1.5155, 4.1837)
C (4.3998, -2.0493, 0.2235)
C (-3.4278, 4.0588, -0.6094)
C (-0.1673, 0.7664, 2.8818)
C (3.8228, -1.7817, -1.0788)
C (3.7058, -2.8424, 1.0609)
C (0.8002, -2.2705, 0.3419)
C (2.6113, -2.2190, -1.4374)
C (2.0443, -1.8757, -2.7820)
B (-2.9813, 1.3329, -3.3151)
H (0.3207, 2.5370, 3.9970)
H (0.7229, 1.0185, 4.8182)
H (-1.4193, 3.3855, -1.0001)
H (-3.8589, 3.5229, -1.4536)
H (-4.1455, 4.0687, 0.2150)
H (5.3593, -1.6453, 0.5101)
H (-1.7072, 3.8572, 0.6949)
H (1.9701, -4.1107, 1.4209)
H (-0.5565, -0.2408, 3.0468)
H (-0.9638, 1.5587, 4.7212)
H (0.7909, 0.6783, 2.3651)
H (-3.2198, 5.0898, -0.9088)
H (1.2094, -1.4016, 0.8514)
H (0.1765, -2.8752, 0.9951)
H (4.3761, -1.1936, -1.8024)
H (1.2817, -3.8499, -1.0301)

Summary:
HOMO (spin up / spin down) (hartree): -0.072 / -0.075
E (a.u.): -5337.64737
Orbital gap (spin up / spin down) (hartree): 0.213 / 0.213
Max |F| (eV/A): 1.93
Net charge: -2
Energy relative to the best compared isomer or geometry (same formula, charge and spin) (kcal per mole): 30.1
2S+1: 2


C4H3Br2NO4 | ωB97M-V/def2-TZVPD

CARTESIAN COORDINATES (ANGSTROEM)
Br (-1.8365, -2.1303, 0.0843)
Br (-0.7348, 2.3568, 0.3788)
O (1.0497, -1.5801, 0.9810)
O (-3.6438, -0.0390, -0.0373)
O (1.2865, 0.0906, -0.4929)
O (-3.2758, 2.0456, -0.1240)
N (-2.9023, 0.8984, -0.0368)
C (-0.8610, -0.5846, 0.1939)
C (2.7075, -0.2218, -0.4247)
C (0.6094, -0.7396, 0.2629)
C (-1.4579, 0.7300, 0.1895)
H (2.8983, -0.4425, 0.7241)
H (2.7850, -1.0891, -1.0055)
H (3.3757, 0.7057, -0.6933)

Summary:
SMILES: COC(=O)/C(Br)=C(\Br)[N+](=O)[O-]
HOMO (hartree): -0.356
E (a.u.): -5657.79043
Orbital gap (hartree): 0.306
Max |F| (eV/A): 5.76
Energy relative to the best compared isomer or geometry (same formula, charge and spin) (kcal per mole): 18.6


C2H2HgLiO2 | ωB97M-V/def2-TZVPD

CARTESIAN COORDINATES (ANGSTROEM)
Hg (0.8251, 1.1571, -0.2206)
O (0.2387, -0.7502, -0.9410)
O (-1.2890, 1.1751, 0.5591)
C (-1.4898, -0.9369, -0.5144)
C (-1.9734, 0.2029, 0.2492)
Li (1.4232, -1.9362, -1.3201)
H (-1.6419, -1.8583, 0.0810)
H (-2.0673, -1.0206, -1.4559)

Summary:
HOMO (spin up / spin down) (hartree): -0.249 / -0.224
E (a.u.): -388.69134
Orbital gap (spin up / spin down) (hartree): 0.209 / 0.173
Max |F| (eV/A): 4.71
Energy relative to the best compared isomer or geometry (same formula, charge and spin) (kcal per mole): 58.4
2S+1: 2


C15H45N12O24S2 | ωB97M-V/def2-TZVPD

CARTESIAN COORDINATES (ANGSTROEM)
S (1.7448, -1.4155, -2.0475)
S (-1.9420, -1.1685, -1.0491)
O (-1.2287, -3.3029, 4.7953)
O (0.7601, 7.0988, -9.8299)
O (2.3318, 10.6459, -7.3871)
O (2.0781, -2.9326, 2.5868)
O (2.2379, -0.9636, -3.3689)
O (-0.7788, -6.9228, 11.7529)
O (4.4612, 10.7713, -7.6353)
O (-6.3138, -6.1217, 11.8895)
O (-5.2484, 3.7342, -5.6810)
O (2.7396, -0.9489, 3.0727)
O (1.3281, 4.1671, -5.5980)
O (-5.4212, 4.1042, -3.5721)
O (2.3809, 5.9201, -6.2460)
O (-0.7376, -4.1362, 6.7121)
O (2.6452, -2.4946, -1.5749)
O (1.9541, -3.3707, 9.5949)
O (-7.0414, -6.1344, 13.9099)
O (-1.1949, 6.2820, -10.1594)
O (-2.5660, -5.7252, 11.6504)
O (-0.9575, 0.4652, -3.8612)
O (0.7800, -2.6599, 11.2464)
O (-1.4451, 1.1986, -5.8161)
O (5.0177, 0.7608, -7.1255)
O (2.9534, 0.3547, -6.6927)
N (0.9862, -3.4088, 10.3238)
N (2.8312, -1.9915, 2.4683)
N (-6.2282, -5.8470, 13.0659)
N (-1.9253, -6.7219, 11.4116)
N (-0.4573, -3.5483, 5.6971)
N (3.4612, 10.2628, -7.1880)
N (-0.6613, 0.9673, -4.9382)
N (-4.9591, 3.5263, -4.5282)
N (4.1381, 0.1009, -6.6346)
N (-0.3284, 7.1001, -10.3597)
N (1.5442, 5.0658, -6.3875)
N (0.1473, -2.0655, -2.3409)
C (-2.4489, -0.7430, 0.6733)
C (-0.6293, -2.4200, -1.0685)
C (-5.0261, -5.0993, 13.5131)
C (1.7455, 0.0443, -0.9587)
C (0.9473, -3.0903, 5.5502)
C (-1.5472, -1.3286, 1.8029)
C (4.5231, -1.1239, -5.8900)
C (0.7654, 1.3145, -5.1663)
C (-3.9485, 2.4702, -4.2714)
C (3.9354, -2.1308, 1.4879)
C (-2.6034, -7.7883, 10.6326)
C (0.7226, 5.1303, -7.6238)
C (3.6210, 9.0673, -6.3231)
C (-0.0319, -4.4565, 10.0651)
C (-0.6294, 8.1850, -11.3273)
H (-0.1084, -5.0733, 10.9550)
H (1.0523, 2.0304, -4.4020)
H (-4.3944, -4.9157, 12.6552)
H (2.7651, 0.2202, -0.5984)
H (1.3977, 5.0557, -8.4687)
H (1.1601, -2.4155, 6.3756)
H (1.0446, -2.5843, 4.6002)
H (-4.3380, 1.5390, -4.6721)
H (0.0655, -2.3969, -0.2196)
H (1.0153, -0.1133, -0.1566)
H (4.5140, -1.2129, 1.4826)
H (3.1927, 9.3056, -5.3536)
H (-2.4343, 0.3495, 0.7324)
H (0.1991, -2.8583, -2.9923)
H (-1.6423, -0.6500, 2.6606)
H (-1.9098, -8.6105, 10.4972)
H (-1.9607, -2.2876, 2.1236)
H (0.0161, 4.3073, -7.6163)
H (5.6023, -1.2258, -5.9154)
H (0.2069, 6.0831, -7.6219)
H (-0.8465, 7.7175, -12.2836)
H (-1.4928, 8.7267, -10.9515)
H (-5.3649, -4.1656, 13.9535)
H (-2.8926, -7.3601, 9.6766)
H (-0.3943, -1.3259, -2.8449)
H (4.6776, 8.8410, -6.2351)
H (-3.7909, 2.3966, -3.2008)
H (3.0872, 8.2482, -6.7961)
H (0.2860, -5.0457, 9.2118)
H (-0.4796, -1.3648, 1.5634)
H (1.5847, -3.9693, 5.5897)
H (-3.4753, -8.1030, 11.1997)
H (-0.9941, -3.4473, -1.1738)
H (-3.4690, -1.1140, 0.8024)
H (4.1670, -1.0038, -4.8710)
H (-0.9713, -3.9519, 9.8570)
H (4.0422, -1.9673, -6.3774)
H (3.4709, -2.2985, 0.5191)
H (0.8633, 1.7474, -6.1525)
H (0.2361, 8.8340, -11.3988)
H (-4.5140, -5.7146, 14.2475)
H (4.5533, -2.9725, 1.7881)
H (1.3451, 0.3959, -5.0858)
H (1.4816, 0.9127, -1.5749)
H (-3.0355, 2.7611, -4.7795)

Summary:
HOMO (hartree): -0.444
E (a.u.): -3856.35475
Orbital gap (hartree): 0.295
Max |F| (eV/A): 8.12
Net charge: +1